Model w:
Entry from the OMol25 dataset: a single C4H3NO2 molecule (the ωB97M-V functional and the def2-TZVPD basis).

Structure (XYZ):
```
10
Properties=species:S:1:pos:R:3
H -1.79 -1.43 1.21
H -0.87 1.09 -1.72
N -0.56 0.74 0.27
C -0.16 0.87 -0.94
H 1.50 0.37 -2.27
O 2.04 0.24 -0.32
C -0.82 -1.05 1.57
C -0.66 0.43 1.44
O 0.08 -1.75 1.95
C 1.24 0.49 -1.20
```

Results
* LUMO energy: -0.63 eV
* highest occupied orbital energy: -9.25 eV
* orbital gap: 8.62 eV



Model x:
Entry from the OMol25 dataset: a single C4H3NO2 molecule (the ωB97M-V functional and the def2-TZVPD basis).

Structure (XYZ):
```
10
Properties=species:S:1:pos:R:3
H 0.70 -1.41 -2.14
C -0.28 0.44 0.19
O -1.13 1.79 1.97
H 1.67 -2.02 0.44
H -1.65 2.08 0.02
C 0.53 -0.94 -1.18
C 1.01 -1.25 0.05
N -0.29 0.16 -1.07
O 0.49 -0.37 0.94
C -1.08 1.53 0.79
```

Results
* LUMO energy: -0.19 eV
* highest occupied orbital energy: -9.99 eV
* SMILES: O=Cc1ncco1
* orbital gap: 9.80 eV



Which of them is the least stable? Correct choice: model w.



Model w:
Entry from the OMol25 dataset: a single C4H3NO2 molecule (the ωB97M-V functional and the def2-TZVPD basis).

Structure (XYZ):
```
10
Properties=species:S:1:pos:R:3
C 1.77 -0.17 -0.07
O -2.10 0.09 -0.05
H 2.70 -0.32 0.00
C 0.83 -1.19 0.00
N -0.21 1.24 0.08
H 1.00 -2.21 0.24
H 1.71 2.16 0.17
O -0.47 -1.09 0.02
C -0.96 0.20 0.01
C 1.13 1.11 -0.06
```

Results
* LUMO energy: -0.64 eV
* highest occupied orbital energy: -9.73 eV
* SMILES: O=c1nccco1
* orbital gap: 9.09 eV



Model x:
Entry from the OMol25 dataset: a single C4H3NO2 molecule (the ωB97M-V functional and the def2-TZVPD basis).

Structure (XYZ):
```
10
Properties=species:S:1:pos:R:3
C 0.41 0.25 -1.24
C -1.62 0.00 0.15
C -1.30 -0.98 1.24
H -1.31 -2.04 0.91
H 0.68 -0.27 -2.15
H 2.40 1.00 -0.76
N -0.72 0.03 -0.67
C 1.36 1.04 -0.42
O 1.05 1.60 0.61
O -0.96 -0.63 2.34
```

Results
* LUMO energy: -0.59 eV
* highest occupied orbital energy: -9.22 eV
* orbital gap: 8.63 eV



Model y:
Entry from the OMol25 dataset: a single C4H3NO2 molecule (the ωB97M-V functional and the def2-TZVPD basis).

Structure (XYZ):
```
10
Properties=species:S:1:pos:R:3
C -1.22 0.57 0.17
C 0.94 -0.99 -1.30
C 0.88 0.29 -0.26
H -1.07 -0.51 2.03
O -0.27 1.02 -0.70
H 1.86 0.87 -0.36
N 0.94 -2.11 -1.69
O 0.75 -0.14 0.98
H -2.12 1.05 -0.05
C -0.69 -0.04 1.20
```

Results
* LUMO energy: 0.73 eV
* highest occupied orbital energy: -9.52 eV
* SMILES: N#CC1OC=CO1
* orbital gap: 10.25 eV



Which of them is the least stable? Correct choice: model x.